(1)
One molecule with the formula C9H21NSi. Source: the OMol25 dataset; level of theory: ωB97M-V with the def2-TZVPD basis set.

```
! wB97M-V def2-TZVPD RIJCOSX def2/J DEFGRID3
* xyz 0 1
C 1.393 -1.017 -0.388
C 2.289 -0.343 0.614
C 0.054 -1.583 0.300
C 3.112 0.777 0.401
C 0.243 -2.740 1.211
C 3.277 1.488 -0.897
C -0.792 2.052 -0.575
C -3.152 0.828 1.259
C -2.388 -0.214 -1.623
N -0.745 -0.558 0.889
Si -1.716 0.463 -0.042
H 1.115 -0.306 -1.119
H 1.756 -1.909 -0.846
H -0.563 -0.391 1.849
H 2.255 -0.818 1.707
H -0.591 -1.933 -0.614
H 3.697 1.088 1.258
H 0.992 -2.592 1.931
H 0.456 -3.647 0.543
H -0.789 -2.818 1.589
H 2.375 2.138 -1.040
H 3.227 0.755 -1.752
H 4.089 2.133 -0.948
H -0.319 1.808 -1.580
H -1.474 2.930 -0.762
H -0.138 2.515 0.156
H -3.722 1.755 0.914
H -3.924 0.099 1.211
H -2.549 0.989 2.161
H -3.009 -1.060 -1.457
H -3.004 0.557 -2.168
H -1.454 -0.445 -2.183
*
```

The frontier orbital gap is 9.3826 eV. As for the SMILES: C/C=C\C[C@@H](C)N[Si](C)(C)C. For the total energy, the calculation gives -19040.87840 eV.

(2)
One molecule with the formula C12H14. Source: the OMol25 dataset; level of theory: ωB97M-V with the def2-TZVPD basis set.

```
! wB97M-V def2-TZVPD RIJCOSX def2/J DEFGRID3
* xyz 0 1
C 0.747 -2.049 -1.237
C 1.781 -0.826 -1.468
C 1.389 0.272 -0.518
C 2.085 1.434 -0.145
C 1.532 2.302 0.794
C 0.220 2.039 1.140
C -0.507 0.831 0.673
C -1.849 0.404 1.312
C -2.681 -0.571 0.344
C -1.686 -1.786 0.064
C -0.445 -1.221 -0.700
C 0.148 -0.019 -0.156
H 1.264 -2.985 -0.664
H 0.508 -2.513 -2.314
H 2.733 -1.185 -1.265
H 1.819 -0.513 -2.505
H 3.145 1.516 -0.274
H 1.901 3.185 1.259
H -0.334 2.520 1.859
H -1.561 -0.004 2.348
H -2.601 1.307 1.659
H -2.967 0.010 -0.536
H -3.703 -0.728 0.859
H -1.399 -2.182 1.046
H -2.180 -2.603 -0.485
H -1.023 -0.685 -1.590
*
```

The frontier orbital gap is 9.3980 eV. As for the SMILES: c1cc2c3c(c1)CC[C@H]3CCC2. For the total energy, the calculation gives -12669.10787 eV.

(3)
A 4-piece molecular cluster, C5H19N2O4 overall. Source: the OMol25 dataset; level of theory: ωB97M-V with the def2-TZVPD basis set.

```
! wB97M-V def2-TZVPD RIJCOSX def2/J DEFGRID3
* xyz -1 1
C -0.376 -0.454 -1.150
C 0.158 0.108 0.190
C 1.689 -0.015 0.391
C 2.167 -1.471 0.630
O 1.327 -2.459 0.124
N -0.170 1.559 0.366
C -0.985 2.338 -0.521
N -2.395 1.992 -0.495
H 0.277 -1.175 -1.626
H 0.460 -2.569 0.634
H -0.799 0.345 -1.741
H -0.277 -0.447 1.021
H 2.302 0.494 -0.349
H 1.822 0.611 1.282
H 2.257 -1.615 1.713
H 3.123 -1.606 0.118
H -0.309 1.799 1.332
H -0.822 3.373 -0.206
H -0.577 2.275 -1.502
H -2.858 1.854 -1.367
H -2.558 1.291 0.210
H -0.240 -2.558 2.683
H -1.213 -1.130 -0.914
O -0.634 -2.522 1.808
H -2.024 -1.891 1.827
H -2.362 -0.626 1.109
O -2.790 -1.177 1.772
H 2.614 0.947 -2.744
H 1.492 1.491 -1.846
O 1.700 1.238 -2.752
*
```

The frontier orbital gap is 7.8990 eV. For the total energy, the calculation gives -16663.49584 eV.

Q: Which largest force on an atom values were calculated for the entries above? A: 4.04, 4.62, 1.79, in eV/A.